Record 1
19
Properties=species:S:1:pos:R:3:forces:R:3 method="wB97M-V/def2-TZVPD" homo_ha=-0.298 lumo_energy_ev=0.391 homo_lumo_gap_ha=0.313 total_energy_ha=-310.8978 e_above_lowest_kj_mol=424.1
C -1.177 -2.192 0.340 -0.041 -0.279 -0.027
O -1.093 -0.790 0.388 -0.039 -0.006 -0.028
C -0.018 -0.321 1.174 0.148 0.086 0.141
C 1.310 -0.262 0.420 0.059 -0.060 0.088
C 1.240 0.668 -0.817 0.021 0.096 -0.028
C 0.659 1.956 -0.329 -0.212 -0.270 -0.339
C -0.695 2.177 -0.878 0.014 -0.006 0.179
H -1.287 -2.614 1.352 0.025 0.058 -0.178
H -0.299 -2.655 -0.138 -0.144 0.114 0.079
H -2.066 -2.441 -0.245 0.136 0.004 0.072
H 0.079 -0.932 2.086 0.006 0.060 -0.135
H 2.074 0.109 1.112 -0.120 -0.025 -0.082
H 1.620 -1.262 0.092 -0.055 0.176 0.066
H 0.677 0.157 -1.618 0.011 0.139 0.119
H 2.271 0.841 -1.155 -0.156 -0.039 0.058
H -0.293 0.692 1.488 0.030 -0.082 0.039
H -0.427 2.733 -1.799 0.017 -0.032 0.068
H -1.257 1.282 -1.191 0.144 0.121 0.036
H -1.319 2.853 -0.284 0.156 -0.055 -0.127


Record 2
19
Properties=species:S:1:pos:R:3:forces:R:3 method="wB97M-V/def2-TZVPD" homo_ha=-0.268 lumo_energy_ev=0.846 homo_lumo_gap_ha=0.299 total_energy_ha=-310.8628 e_above_lowest_kj_mol=515.7
C 0.993 0.999 0.102 0.037 0.400 -0.148
C 1.102 -0.776 0.614 0.230 -0.573 0.035
C 1.556 -1.647 -0.544 0.047 0.076 -0.033
O -0.259 -1.120 0.934 0.040 0.021 -0.056
C -0.580 0.068 0.327 -0.261 0.181 -0.040
C -1.305 0.982 1.297 0.056 0.046 -0.004
C -1.252 -0.052 -1.024 0.073 0.019 -0.016
H 1.901 0.829 -0.493 -0.264 -0.137 0.169
H 1.261 1.542 1.007 -0.089 -0.124 -0.145
H 0.418 1.680 -0.553 0.037 0.016 0.012
H 0.914 -1.710 -1.435 0.085 0.033 0.162
H 1.596 -2.655 -0.112 -0.053 0.148 -0.027
H 2.576 -1.382 -0.849 -0.190 0.037 0.040
H -1.458 1.985 0.885 0.042 -0.157 0.037
H -2.284 0.537 1.514 0.158 0.027 -0.061
H -0.748 1.047 2.234 -0.062 -0.001 -0.129
H -2.219 -0.551 -0.888 0.155 0.049 0.009
H -0.667 -0.636 -1.737 -0.094 0.095 0.112
H -1.436 0.942 -1.448 0.055 -0.155 0.085


Record 3
19
Properties=species:S:1:pos:R:3:forces:R:3 method="wB97M-V/def2-TZVPD" homo_ha=-0.326 lumo_energy_ev=0.966 homo_lumo_gap_ha=0.362 total_energy_ha=-310.9954 e_above_lowest_kj_mol=167.7
C 2.379 0.040 0.847 0.016 -0.040 -0.004
C 1.478 -0.561 -0.234 -0.107 -0.051 0.024
C 0.384 0.397 -0.611 -0.150 0.139 0.180
C -0.776 0.019 -1.467 -0.414 -0.070 -0.222
C -1.044 0.426 -0.059 0.139 0.198 0.234
C -1.957 -0.612 0.584 -0.011 -0.242 -0.194
O -1.468 1.772 0.134 -0.548 -0.171 -0.249
H 3.180 -0.652 1.125 -0.080 0.109 0.007
H 1.798 0.279 1.747 0.105 -0.064 -0.151
H 2.837 0.972 0.493 -0.067 -0.191 0.065
H 1.022 -1.493 0.128 0.149 0.057 -0.086
H 2.063 -0.809 -1.130 -0.041 -0.004 0.189
H 0.717 1.413 -0.832 0.024 -0.121 0.414
H -0.888 -1.061 -1.591 -0.165 0.338 -0.244
H -1.270 0.650 -2.192 0.568 0.091 -0.466
H -2.704 -0.787 -0.211 -0.070 -0.078 0.662
H -2.502 -0.302 1.487 0.485 0.003 -0.053
H -1.460 -1.579 0.743 -0.030 0.311 0.149
H -1.786 1.888 1.039 0.197 -0.213 -0.255


Record 4
19
Properties=species:S:1:pos:R:3:forces:R:3 method="wB97M-V/def2-TZVPD" homo_ha=-0.349 lumo_energy_ev=1.122 homo_lumo_gap_ha=0.390 total_energy_ha=-311.0086 e_above_lowest_kj_mol=133.0
C -0.028 0.561 2.458 -0.118 0.011 0.257
O 0.629 0.592 1.220 0.019 0.068 -0.065
C 0.388 -0.523 0.404 0.032 -0.170 -0.058
C -1.069 -0.879 0.028 -0.130 0.037 0.106
C -0.629 -0.955 -1.453 -0.058 -0.063 -0.167
C 0.704 -0.254 -1.086 0.127 0.008 -0.056
C 0.753 1.228 -1.435 -0.007 0.041 -0.025
H 0.278 -0.301 3.072 0.000 0.074 -0.096
H -1.120 0.531 2.336 0.148 -0.019 0.048
H 0.241 1.483 2.979 -0.059 -0.159 -0.021
H 0.924 -1.406 0.792 -0.062 0.144 -0.024
H -1.485 -1.789 0.473 0.048 0.181 -0.060
H -1.755 -0.048 0.216 0.102 -0.080 -0.050
H -1.263 -0.420 -2.167 0.118 -0.091 0.082
H -0.496 -1.981 -1.807 -0.007 0.138 0.066
H 1.607 -0.753 -1.455 -0.124 0.073 0.071
H 0.904 1.364 -2.511 -0.039 -0.050 0.131
H -0.176 1.736 -1.153 0.118 -0.087 -0.030
H 1.569 1.724 -0.901 -0.108 -0.057 -0.109


Record 5
19
Properties=species:S:1:pos:R:3:forces:R:3 method="wB97M-V/def2-TZVPD" homo_ha=-0.309 lumo_energy_ev=0.699 homo_lumo_gap_ha=0.335 total_energy_ha=-310.9862 e_above_lowest_kj_mol=191.8
C -3.115 1.054 -0.027 0.460 -0.445 -0.909
C -1.994 0.733 -0.685 -0.035 0.919 0.907
C -0.635 0.636 -0.113 -0.172 -0.602 -0.953
C 0.411 1.023 -0.851 -0.146 1.306 1.207
C 1.816 0.846 -0.374 0.936 -1.850 0.331
C 2.099 -0.706 -0.481 0.606 0.713 -0.306
H -3.206 1.123 1.046 0.086 0.083 0.059
H -3.968 1.254 -0.659 -0.390 -0.081 0.347
H -2.029 0.696 -1.767 -0.051 0.034 -0.069
H -0.479 0.120 0.829 -0.101 0.035 0.052
H 0.210 1.678 -1.689 0.082 -0.396 -0.519
H 2.591 1.360 -0.940 -0.313 0.265 -0.156
H 1.992 1.092 0.675 -0.462 0.365 -0.010
H 1.153 -1.198 -0.342 -0.108 -0.526 -0.050
H 2.823 -1.134 0.218 -0.058 0.428 0.191
H 2.518 -0.900 -1.469 -0.333 -0.263 -0.141
O -0.062 -2.381 1.863 -0.116 -0.052 -0.407
H 0.241 -2.029 2.694 0.187 0.208 0.447
H -0.365 -3.267 2.071 -0.071 -0.141 -0.019


Record 6
19
Properties=species:S:1:pos:R:3:forces:R:3 method="wB97M-V/def2-TZVPD" homo_ha="-0.293 / -0.271" lumo_energy_ev="0.729 / 0.210" homo_lumo_gap_ha="0.320 / 0.279" total_energy_ha=-310.8985 e_above_lowest_kj_mol=422.2
C 2.269 0.151 -1.456 0.008 -0.736 -0.067
C 1.183 0.131 -0.425 0.487 0.499 -0.485
C -0.165 0.727 -0.773 1.283 0.402 -0.753
C -0.828 1.197 0.418 -1.397 0.560 0.871
C -1.821 0.268 1.015 0.320 -0.172 0.122
C -0.997 -1.010 1.347 -0.063 0.159 0.522
O -1.290 -2.062 0.451 0.218 -0.340 -0.282
H 1.872 -0.214 -2.415 0.133 0.148 0.104
H 2.759 1.117 -1.650 -0.265 0.003 0.197
H 3.057 -0.545 -1.142 -0.014 0.156 -0.150
H 1.511 0.232 0.612 -0.078 -0.102 -0.235
H 0.076 -0.793 1.266 -0.436 -0.067 0.341
H -0.797 0.108 -1.428 0.179 0.004 0.197
H 0.120 1.632 -1.346 -0.159 -0.234 -0.242
H -0.378 1.988 1.013 -0.030 -0.096 -0.145
H -2.576 -0.033 0.273 0.099 0.079 0.166
H -2.336 0.665 1.895 0.153 -0.037 -0.112
H -1.184 -1.317 2.380 -0.124 -0.167 -0.087
H -0.475 -2.242 -0.036 -0.316 -0.059 0.038


Record 7
19
Properties=species:S:1:pos:R:3:forces:R:3 method="wB97M-V/def2-TZVPD" homo_ha=-0.329 lumo_energy_ev=1.022 homo_lumo_gap_ha=0.367 total_energy_ha=-311.0247 e_above_lowest_kj_mol=90.9
C -1.439 1.939 -0.591 0.039 -0.107 0.076
C -1.054 0.938 0.199 -0.256 0.186 -0.140
C -1.988 0.130 1.060 -0.013 -0.061 0.019
O 0.288 0.688 0.346 -0.033 0.114 0.038
C 0.774 -0.616 0.019 0.062 -0.273 0.003
C 2.087 -0.760 0.768 0.026 -0.005 0.032
C 0.940 -0.748 -1.490 -0.029 0.029 -0.025
H -0.706 2.492 -1.169 -0.096 -0.068 0.087
H -2.481 2.234 -0.648 0.145 -0.070 0.015
H -1.671 0.187 2.108 -0.026 -0.021 -0.154
H -2.006 -0.928 0.776 0.031 0.151 0.030
H -3.010 0.508 0.982 0.187 -0.015 -0.024
H 0.064 -1.377 0.380 0.133 0.155 -0.049
H 2.522 -1.754 0.620 -0.077 0.130 -0.010
H 2.801 -0.008 0.413 -0.101 -0.110 0.041
H 1.925 -0.598 1.837 0.046 -0.056 -0.126
H 1.693 -0.031 -1.837 -0.120 -0.107 0.022
H -0.003 -0.538 -2.005 0.122 -0.026 0.079
H 1.264 -1.758 -1.765 -0.039 0.152 0.087


Record 8
19
Properties=species:S:1:pos:R:3:forces:R:3 method="wB97M-V/def2-TZVPD" homo_ha=-0.345 lumo_energy_ev=1.162 homo_lumo_gap_ha=0.387 total_energy_ha=-311.0038 e_above_lowest_kj_mol=145.7
C -0.373 1.809 1.459 0.058 0.008 0.014
C -1.434 1.256 0.515 -0.125 0.209 0.082
O -1.115 -0.021 -0.004 0.032 -0.077 0.040
C -0.182 -0.036 -1.034 0.018 0.028 -0.187
C 1.296 0.057 -0.752 0.175 0.086 0.077
C 0.667 -1.264 -1.123 -0.003 -0.105 -0.104
C 0.517 -2.326 -0.058 -0.009 -0.030 0.039
H 0.515 2.154 0.922 -0.132 -0.046 0.085
H -0.071 1.031 2.168 -0.050 0.133 -0.069
H -0.778 2.653 2.027 0.044 -0.090 -0.094
H -1.632 1.965 -0.304 0.031 -0.107 0.080
H -2.372 1.109 1.060 0.111 0.046 -0.076
H -0.538 0.415 -1.964 0.049 -0.078 0.162
H 1.609 0.168 0.282 -0.081 -0.042 -0.154
H 1.924 0.572 -1.475 -0.117 -0.086 0.111
H 0.870 -1.638 -2.125 -0.052 0.085 0.149
H -0.338 -2.978 -0.270 0.127 0.069 0.015
H 1.417 -2.946 0.009 -0.111 0.085 -0.029
H 0.341 -1.865 0.919 0.036 -0.089 -0.141


Record 9
20
Properties=species:S:1:pos:R:3:forces:R:3 method="wB97M-V/def2-TZVPD" homo_ha=-0.290 lumo_energy_ev=-1.152 homo_lumo_gap_ha=0.247 total_energy_ha=-386.0586 e_above_lowest_kj_mol=686.7
C -3.510 1.139 -0.359 1.022 -0.294 0.001
C -2.392 0.214 0.319 -0.897 1.066 0.937
C 2.209 -1.434 1.168 -1.220 2.060 -2.869
C 1.310 -0.726 0.259 -3.244 2.232 2.275
O 1.579 -0.315 -1.124 0.631 -3.976 4.125
C -0.092 -0.449 0.621 3.412 0.351 1.501
C -0.952 0.218 -0.084 -1.793 2.541 -2.755
H -3.299 2.197 -0.009 -0.888 -1.109 -0.730
H -3.423 1.034 -1.504 -0.045 0.409 1.751
H -4.550 0.719 -0.085 1.717 1.040 -0.177
H -2.798 -0.742 0.104 0.037 -1.351 0.141
H -2.294 0.301 1.453 -0.955 0.036 -1.268
H 2.313 -2.439 0.925 1.301 -1.623 -0.880
H 2.756 -1.000 1.992 -0.999 0.082 0.481
H 2.223 -1.020 -0.665 2.441 0.540 -3.539
H -0.319 -0.707 1.629 -0.422 -0.842 0.431
H -0.643 0.871 -0.948 -0.215 -1.216 0.559
H 3.270 0.891 -1.461 -1.580 0.134 -0.318
H 4.409 0.277 -0.791 0.300 0.386 -0.288
O 4.203 0.972 -1.441 1.398 -0.467 0.620


Record 10
20
Properties=species:S:1:pos:R:3:forces:R:3 method="wB97M-V/def2-TZVPD" homo_ha=-0.305 lumo_energy_ev=0.608 homo_lumo_gap_ha=0.327 total_energy_ha=-386.1646 e_above_lowest_kj_mol=408.5
C 0.018 -0.866 0.895 1.769 1.118 -0.489
C 0.702 -1.828 -0.059 0.092 0.258 0.001
C -1.206 -1.470 1.556 -0.275 0.754 -0.380
C -0.993 0.897 -0.163 0.882 3.378 -1.750
O -1.599 0.579 -1.170 0.342 -0.607 0.636
H 0.700 -0.458 1.646 0.121 -0.359 0.220
H -1.443 1.312 0.748 0.088 -0.782 0.487
H 0.029 -2.041 -0.892 0.022 -0.202 0.036
H 1.615 -1.399 -0.476 0.015 -0.016 0.018
H -1.680 -0.778 2.252 -0.064 0.022 -0.062
H -1.934 -1.779 0.805 -0.082 -0.003 0.034
H 0.981 -2.747 0.459 -0.147 -0.119 -0.113
H -0.916 -2.349 2.137 0.169 0.020 -0.166
C 0.962 2.018 -1.763 0.098 -0.389 -0.280
C 0.448 1.985 -0.361 -1.491 -0.877 0.005
O 0.824 2.634 0.571 -0.095 -0.179 -0.112
H 0.219 0.261 0.165 -1.492 -2.514 1.671
H 0.457 1.283 -2.388 -0.272 0.052 0.128
H 0.798 3.005 -2.194 0.229 0.048 0.044
H 2.018 1.743 -1.767 0.092 0.397 0.073